ORCA calculation (ωB97M-V/def2-TZVPD) on a cluster of 40 separate species, H80O40 in total at a distorted geometry.

## Properties
LUMO   -0.4 eV
Frontier orbital gap   9.35 eV
Energy relative to the best compared isomer or geometry (same formula, charge and spin)   198.27 kcal per mole

CARTESIAN COORDINATES (ANGSTROEM)
H -0.50 2.91 3.92
H -5.91 2.27 -0.21
H 3.29 -1.60 -1.46
O 3.68 2.79 2.59
H 0.07 0.81 -1.13
H -3.07 -1.63 -3.91
H 3.29 -2.88 -4.51
O 0.08 -0.07 -1.66
H -3.96 -0.76 2.38
O -2.84 -2.55 -4.32
H -3.85 -4.95 1.01
H 5.53 1.27 0.33
H -4.22 -4.20 -0.36
H 5.29 -0.65 2.66
O 3.35 -1.04 4.79
H 1.91 4.22 -0.41
H 4.77 -3.61 -2.87
H 2.14 -2.83 -5.63
H -2.32 4.72 0.52
H 2.71 5.30 0.18
H 2.04 -3.27 -2.74
H 0.84 -4.01 -2.93
O 2.33 -2.90 -4.69
H 3.24 3.59 2.33
O -0.40 -3.18 4.62
H -3.21 -0.91 -1.48
H 0.39 -2.87 4.13
O -0.76 6.52 -0.15
H -0.76 -1.09 2.92
H 1.04 -0.04 -1.59
H 0.81 3.07 4.80
H -0.56 6.63 -1.09
H 0.74 -1.89 -4.19
H 2.18 1.69 0.25
O -0.15 -0.94 2.20
H 3.02 2.04 2.57
O -1.84 3.89 0.56
O -1.33 4.76 3.53
O 3.85 -1.91 -0.76
O 1.94 4.78 0.38
H -0.99 5.09 2.63
H -1.91 0.68 1.61
H 3.61 1.03 -5.97
H -0.84 -3.62 -3.10
O 0.41 3.10 -0.50
O -3.94 -4.10 0.56
H -1.79 -2.31 -4.47
H 0.50 2.78 0.49
H -3.97 0.08 4.56
H 2.81 -1.17 5.65
O 2.02 1.16 -0.55
H -2.66 2.93 -1.99
H -2.79 -3.05 -0.08
H -0.73 -0.84 1.39
H -0.19 0.00 -6.66
H -0.53 -1.48 -3.46
O -0.18 -2.19 -4.08
O -1.74 2.62 -2.17
O -6.21 1.47 -0.63
O 1.08 1.47 2.20
H -0.54 3.36 -0.54
O -2.71 -0.57 -2.21
H -6.84 1.03 -0.06
O -4.65 3.37 -2.12
O 2.05 1.13 -3.88
O -0.15 0.93 -6.37
H 2.07 1.98 -1.08
O 4.59 -2.71 -3.10
H 1.27 0.48 2.13
H -1.07 -5.14 3.58
O 1.67 -4.41 2.35
H -0.24 5.70 0.04
O 1.75 -4.18 -2.68
H 3.81 -1.86 4.65
H 0.57 0.87 -5.70
H 4.76 0.18 -2.83
H 5.61 -0.64 -3.63
O 3.37 0.08 -6.01
H -1.84 -0.27 -1.96
O -1.39 1.42 1.32
H -4.56 -2.77 2.73
H 6.30 -0.48 1.51
H 0.53 -0.32 5.43
O 0.15 2.43 4.46
H -1.80 -4.76 -2.77
H -0.23 -4.39 2.67
H -2.37 3.29 1.20
H -3.39 1.35 3.87
O -2.39 -2.18 -0.33
H -4.37 2.60 1.20
H -5.06 2.09 2.51
H 5.38 2.57 -0.54
O -1.35 -4.02 -2.35
O 5.69 0.06 -2.95
H -0.44 1.36 1.68
H 4.79 -2.15 -2.32
H -4.71 2.42 -2.25
H 2.56 1.04 -3.09
H -4.70 3.53 -1.19
H 2.48 0.18 -6.43
H 1.10 1.74 3.12
H 3.58 -1.48 0.05
H -1.74 1.87 -1.57
H -5.62 -2.47 1.54
O 5.31 -0.47 1.70
H 1.52 -5.40 2.58
O -5.11 -2.10 2.28
H -2.17 5.13 3.77
H 2.43 0.44 -4.44
O 1.03 -1.01 5.92
H -0.07 -3.92 5.14
H 0.49 -1.52 6.51
H -2.11 -2.52 -1.21
H -3.26 -1.41 1.11
O -0.63 -5.26 2.69
O 5.68 2.20 0.28
O -3.13 -0.75 1.81
O -4.67 2.86 2.08
O -4.22 0.94 4.14
H 2.15 -4.60 1.53

Atomic partial charges in e from the Löwdin method, atoms 1 to 6: number 1, H, carries 0.019; number 2, H, carries -0.004; number 3, H, carries 0.013; number 4, O, carries -0.062; number 5, H, carries 0.067; number 6, H, carries 0.050